[1]
C29H39BCdN7O7PS as an isolated structure at a distorted geometry, computed with wB97M-V/def2-TZVPD.

## Properties
HOMO level ... -1.70 eV
Calculated total energy ... -2970.6660 Eh
Gap between HOMO and LUMO ... 6.12 eV
LUMO energy ... 4.4 eV
Relative energy (zero: lowest compared OMol25 entry of this formula, charge and spin) ... 31.32 kcal/mol

ORCA input file:
```
! RIJCOSX wB97M-V def2-TZVPD def2/J DEFGRID3
* xyz -2 1
Cd 1.26787 -0.83009 1.39712
C 4.31868 1.02308 -1.27951
C 3.49336 0.96699 -0.00989
O 3.25963 -0.20753 0.38674
C 3.06576 2.12170 0.56194
C 2.32190 2.25592 1.80961
C 2.40331 3.57408 2.50307
N 1.66180 1.23108 2.34043
N 1.00808 1.47857 3.54386
C 0.89652 0.33095 4.23594
O 1.34321 -0.81803 3.93805
C 0.06989 0.50818 5.48128
C -0.15614 1.81002 5.98693
C -0.91178 1.91817 7.11164
C -1.47047 0.84343 7.77617
C -1.27913 -0.43537 7.26414
C -0.44106 -0.59056 6.15792
H 3.66757 0.81370 -2.10353
H 5.00610 0.16679 -1.23039
H 4.84094 1.97551 -1.37735
H 3.48212 3.01878 0.16424
H 2.73708 4.34371 1.80454
H 3.17613 3.60607 3.28743
H 1.41835 3.86050 2.93336
H 0.10694 2.68016 5.45010
H -1.15400 2.93911 7.47263
H -2.14423 0.98266 8.62507
H -1.89166 -1.24392 7.69684
H -0.26238 -1.55414 5.75224
N -1.74490 -7.09242 -2.81565
C -1.01816 -5.97887 -2.41490
C -1.28211 -5.25110 -1.23716
C -0.46095 -4.20611 -0.83758
C 0.64204 -3.84330 -1.61826
C 0.99995 -4.65991 -2.68458
C 0.12621 -5.62882 -3.12582
S 1.65146 -2.53167 -1.12433
O 1.86336 -2.72277 0.33037
O 2.86546 -2.70181 -1.88418
N 0.83512 -1.19710 -1.28550
C 0.36942 -0.83550 -2.52798
N 0.23417 -1.69651 -3.49541
C 0.03877 -1.09495 -4.73357
C -0.33175 0.14830 -4.97119
C -0.72492 1.03955 -3.83741
N 0.05552 0.53600 -2.64104
H -2.62281 -7.30864 -2.36392
H -1.50846 -7.48189 -3.69948
H -2.17522 -5.43672 -0.66134
H -0.67230 -3.58622 0.02157
H 1.88918 -4.42270 -3.27389
H 0.27249 -6.13532 -4.10674
H 0.23910 -1.73423 -5.61914
H -0.21789 0.52235 -5.97463
H -0.39034 2.82126 -3.37018
C 2.25182 3.74062 -2.58892
C 1.06061 3.93389 -1.67741
O 0.06675 2.93146 -1.77820
P 0.22513 1.39856 -1.11736
O -0.31558 2.31268 -4.18218
C -2.23344 1.00933 -3.54219
C -3.16216 1.65654 -4.59496
O -1.28559 1.34970 -0.58008
C -1.37039 1.72307 0.81990
C -2.80681 2.12112 1.14320
H 2.97439 4.57292 -2.33638
H 1.87586 3.93918 -3.62477
H 2.71602 2.77781 -2.36611
H 0.62226 4.91206 -1.77326
H 1.47059 3.88053 -0.64614
H -2.40033 1.44255 -2.58288
H -2.37069 -0.04519 -3.50900
H -2.93157 2.71632 -4.65248
H -4.22220 1.51949 -4.32817
H -3.00569 1.26641 -5.59584
H -0.66417 2.53308 0.96784
H -1.04933 0.84717 1.36052
H -3.12061 3.13506 0.80947
H -2.92852 2.01691 2.21385
H -3.45089 1.41600 0.56074
B -2.86892 -2.80314 2.88502
C -1.68362 -2.13154 2.10850
N -0.79291 -1.60920 1.60418
H -3.90892 -2.12328 2.75467
H -2.85398 -4.02327 2.49573
H -2.60389 -2.70729 4.02404
*
```

Löwdin atomic charge list, values in e, 4 entries: atom 1 (Cd): 1.400, atom 2 (C): -0.042, atom 3 (C): -0.574, atom 4 (O): -0.166


[2]
C4H4CaO2 as an isolated structure at a distorted geometry, computed with wB97M-V/def2-TZVPD.

## Properties
HOMO level (spin up / spin down) ... -15.74 / -15.75 eV
Calculated total energy ... -982.0356 Eh
Gap between HOMO and LUMO (spin up / spin down) ... 5.85 / 5.85 eV
LUMO energy (spin up / spin down) ... -9.9 / -9.9 eV
Relative energy (zero: lowest compared OMol25 entry of this formula, charge and spin) ... 84.57 kcal/mol

ORCA input file:
```
! RIJCOSX wB97M-V def2-TZVPD def2/J DEFGRID3
* xyz 2 1
C -1.80310 -0.02930 0.03388
O -1.86004 1.18251 0.49818
H -2.74339 1.37782 0.83783
C -0.33167 -1.08996 -1.01671
C -0.20640 -0.42186 0.19366
C 0.87636 0.48349 0.37043
O 2.02737 0.36292 -0.02669
Ca 4.08064 0.56896 0.41629
H -0.89878 -2.02431 -1.02889
H 0.40114 -0.87733 -1.79972
H 0.45787 0.46705 1.52173
*
```

Löwdin atomic charge list, values in e, 4 entries: atom 1 (C): 0.061, atom 2 (O): 0.046, atom 3 (H): 0.145, atom 4 (C): 0.188


[3]
An isolated ion of composition C3H3OS and charge +1 at a distorted geometry, computed with wB97M-V/def2-TZVPD.

## Properties
HOMO level ... -15.63 eV
Calculated total energy ... -589.1284 Eh
Gap between HOMO and LUMO ... 9.10 eV
LUMO energy ... -6.5 eV
Relative energy (zero: lowest compared OMol25 entry of this formula, charge and spin) ... 56.57 kcal/mol

ORCA input file:
```
! RIJCOSX wB97M-V def2-TZVPD def2/J DEFGRID3
* xyz 1 1
C 0.06229 -0.02811 -0.02014
C -0.33497 0.85036 1.03106
C -0.77811 -0.60995 -0.81443
O -2.49083 0.22219 0.04702
S -1.97320 1.06963 1.14539
H 1.12953 -0.19090 -0.15221
H 0.35963 1.34154 1.68477
H -1.18203 -1.21607 -1.58801
*
```

Löwdin atomic charge list, values in e, 4 entries: atom 1 (C): -0.147, atom 2 (C): -0.281, atom 3 (C): 0.338, atom 4 (O): -0.451


What did the third record say?
An isolated ion of composition C3H3OS and charge +1 at a distorted geometry, computed with wB97M-V/def2-TZVPD.

## Properties
HOMO level ... -15.63 eV
Calculated total energy ... -589.1284 Eh
Gap between HOMO and LUMO ... 9.10 eV
LUMO energy ... -6.5 eV
Relative energy (zero: lowest compared OMol25 entry of this formula, charge and spin) ... 56.57 kcal/mol

ORCA input file:
```
! RIJCOSX wB97M-V def2-TZVPD def2/J DEFGRID3
* xyz 1 1
C 0.06229 -0.02811 -0.02014
C -0.33497 0.85036 1.03106
C -0.77811 -0.60995 -0.81443
O -2.49083 0.22219 0.04702
S -1.97320 1.06963 1.14539
H 1.12953 -0.19090 -0.15221
H 0.35963 1.34154 1.68477
H -1.18203 -1.21607 -1.58801
*
```

Löwdin atomic charge list, values in e, 4 entries: atom 1 (C): -0.147, atom 2 (C): -0.281, atom 3 (C): 0.338, atom 4 (O): -0.451


Question: Number 3 is which compound?
Answer: C3H3OS


Question: What is the formula in the second record?
Answer: C4H4CaO2